No. 1
Below is a cluster of 12 separate species, C5H35N2O11 in total in a non-equilibrium geometry, with properties calculated with the ωB97M-V functional and the def2-TZVPD basis.

maximum force	1.6	eV/A
charge	+1
HOMO energy	-13.3	eV
calculated total energy	-1148.46963	Eh

Positions of all 53 atoms, in Å:
1 C 0.059 -4.222 -1.642
2 C 1.148 -3.125 -1.541
3 C 0.952 -2.093 -0.428
4 C -0.501 -1.629 -0.258
5 N 0.701 0.958 0.032
6 C -0.168 0.733 -0.924
7 N -0.808 -0.403 -1.001
8 H -0.475 -4.386 -0.714
9 H -0.661 -3.965 -2.422
10 H 0.518 -5.152 -1.969
11 H 2.101 -3.653 -1.515
12 H 1.160 -2.581 -2.478
13 H 1.257 -2.566 0.508
14 H 1.639 -1.271 -0.607
15 H -0.651 -1.432 0.796
16 H -1.205 -2.385 -0.583
17 H 0.881 0.303 0.778
18 H 1.119 1.841 0.287
19 H -0.265 1.494 -1.675
20 H -1.337 -0.560 -1.864
21 H -2.103 1.431 0.697
22 H -1.607 2.321 1.772
23 O -2.445 2.054 1.357
24 H 0.295 4.474 2.524
25 H -0.990 4.273 1.734
26 O -0.206 3.804 2.040
27 H 4.754 0.594 -1.300
28 H 3.843 0.034 -0.058
29 O 4.073 0.770 -0.640
30 H 3.047 -1.358 2.044
31 H 3.379 -0.065 2.597
32 O 3.576 -0.584 1.803
33 H -2.380 3.212 -0.353
34 H -1.657 3.901 -1.600
35 O -1.806 3.074 -1.117
36 H 2.922 3.145 1.083
37 H 3.411 2.894 -0.364
38 O 2.683 3.249 0.158
39 H -0.452 -2.718 3.701
40 H -1.699 -2.054 3.542
41 O -0.843 -2.072 3.083
42 H -1.433 -0.315 -4.321
43 H -1.679 -1.777 -4.011
44 O -1.183 -1.012 -3.691
45 H 0.419 0.592 3.871
46 H 0.258 -0.444 2.812
47 O 0.944 0.131 3.196
48 H -4.377 0.143 3.504
49 H -3.415 0.753 2.425
50 O -3.818 -0.076 2.752
51 H -2.842 2.013 -3.383
52 H -1.946 2.127 -4.700
53 O -2.189 1.580 -3.941

***

No. 2
Below is a cluster of 12 separate species, C5H35N2O12 in total in a non-equilibrium geometry, with properties calculated with the ωB97M-V functional and the def2-TZVPD basis.

maximum force	9.0	eV/A
charge	+1
HOMO energy	-13.1	eV
calculated total energy	-1223.61155	Eh

Positions of all 54 atoms, in Å:
1 N 1.452 -1.412 -0.638
2 C 1.468 -0.658 0.669
3 C 2.951 -0.367 1.245
4 C 3.750 0.095 -0.057
5 C 3.449 -1.702 1.820
6 C 0.689 0.635 0.563
7 N -0.261 1.026 1.492
8 O 0.904 1.331 -0.417
9 H 1.485 -0.971 -1.449
10 H 0.484 -1.945 -0.618
11 H 2.250 -2.087 -0.705
12 H 0.912 -1.400 1.452
13 H 2.856 0.460 1.966
14 H 4.527 0.855 0.182
15 H 3.103 0.716 -0.819
16 H 4.076 -0.874 -0.543
17 H 3.880 -2.448 0.996
18 H 4.221 -1.504 2.511
19 H 2.617 -2.323 2.415
20 H -0.312 0.621 2.362
21 H -1.038 1.731 1.249
22 H -4.611 1.625 1.665
23 H -3.837 1.291 0.568
24 O -4.354 0.820 1.289
25 H 1.085 2.037 4.031
26 H 1.726 3.087 3.300
27 O 1.358 2.231 3.132
28 H -0.322 -3.949 0.929
29 H 0.792 -4.775 0.275
30 O 0.405 -3.915 0.326
31 H 0.532 5.007 -0.594
32 H 0.753 3.420 -1.157
33 O 0.319 4.340 -1.343
34 H -3.603 2.101 -1.261
35 H -2.244 2.727 -1.028
36 O -2.922 2.205 -0.575
37 H -4.044 -1.552 1.821
38 H -3.059 -0.400 1.610
39 O -3.118 -1.331 1.780
40 H -1.502 -2.028 -2.182
41 H -1.813 -2.849 -0.909
42 O -1.174 -2.199 -1.352
43 H -1.626 4.341 -2.709
44 H -0.849 3.038 -2.339
45 O -1.683 3.355 -2.689
46 H -2.705 -0.057 -4.409
47 H -1.936 0.912 -3.867
48 O -1.969 -0.066 -3.982
49 H 0.492 0.651 -2.788
50 H 1.580 0.913 -3.777
51 O 1.226 0.209 -3.193
52 H -2.109 -4.231 2.369
53 H -2.282 -2.984 1.818
54 O -1.968 -3.750 1.564

***

Q: The lowest HOMO energy belongs to which entry?
A: C5H35N2O11

***

Q: Among the records above, which one has the highest maximum force?
A: C5H35N2O12

***

Q: What is the formula in the second record?
A: C5H35N2O12